[1]
The following is a DFT calculation (wB97M-V/def2-TZVPD) of a cluster of 3 separate species, C3H3BrN2OS2 in total at a distorted geometry.

The HOMO energy (alpha / beta) comes out at -9.255 / -9.255 eV. For the maximum force, the calculation gives 0.0278 hartree/bohr. The total energy comes out at -3671.1201 hartree. As for the total charge: 0. The energy above the lowest of the compared OMol25 structures with the same formula, charge and spin is 0.492 eV.

Each line ends with the Löwdin charge.
Atoms and positions in Å:
C: 1.465 -0.358 -1.129  -0.29
C: 0.683 0.612 -1.858  -0.46
C: -0.733 -0.087 1.468  -0.63
N: 2.111 -1.109 -0.554  0.18
N: -0.788 -0.912 2.387  -0.56
O: 0.289 1.667 -1.383  -0.08
S: -0.945 -2.108 3.305  0.90
S: -0.300 1.578 1.590  0.87
Br: -1.361 -1.040 -1.547  0.17
H: 0.657 0.422 -2.940  0.11
H: -0.994 -0.434 0.414  -0.09
H: -0.086 1.769 0.248  -0.12

=====

[2]
The following is a DFT calculation (wB97M-V/def2-TZVPD) of a structure of composition C14H29N6OPSiV at a distorted geometry.

The HOMO energy (alpha / beta) comes out at -4.640 / -4.948 eV. For the maximum force, the calculation gives 0.1045 hartree/bohr. The total energy comes out at -2529.1685 hartree. As for the spin multiplicity: 2. As for the total charge: 0. Its expectation value of S² is 0.85. The energy above the lowest of the compared OMol25 structures with the same formula, charge and spin is 5.977 eV.

Each line ends with the Mulliken spin population.
Atoms and positions in Å:
V: -0.017 0.388 1.104  1.00
Si: 1.627 0.860 -0.997  -0.06
P: 0.020 0.797 -2.630  -0.04
N: -0.484 -1.174 0.508  -0.05
H: 0.218 1.879 1.313  -0.03
C: -1.770 0.535 -2.488  0.00
H: -2.168 0.207 -3.463  0.00
H: -2.265 1.464 -2.175  0.00
H: -1.962 -0.234 -1.727  0.00
C: 0.198 2.302 -3.649  -0.01
H: -0.305 2.135 -4.614  0.00
H: 1.261 2.526 -3.828  0.00
H: -0.267 3.159 -3.140  0.00
C: 0.560 -0.587 -3.688  -0.01
H: -0.042 -0.576 -4.610  0.00
H: 0.407 -1.539 -3.157  0.00
H: 1.624 -0.479 -3.932  0.00
C: 2.322 2.565 -0.615  0.00
H: 2.222 2.782 0.456  0.00
H: 1.863 3.368 -1.201  0.00
H: 3.391 2.501 -0.862  0.00
H: 1.612 0.105 0.293  -0.04
H: 2.714 0.085 -1.642  -0.01
C: -0.505 -2.466 0.211  0.00
C: -1.668 -4.623 0.164  -0.03
C: -1.670 -3.267 0.443  0.05
C: 0.644 -3.117 -0.347  0.07
C: 0.629 -4.476 -0.619  -0.04
C: -0.519 -5.237 -0.360  0.07
H: -2.560 -5.212 0.364  0.00
H: -2.550 -2.761 0.844  0.00
H: 1.520 -2.492 -0.543  0.01
H: 1.525 -4.944 -1.026  0.00
H: -0.510 -6.308 -0.571  0.01
C: -1.178 2.396 0.949  0.02
O: -1.547 1.342 0.162  -0.02
C: -1.978 2.467 2.223  -0.01
H: -1.558 3.211 2.916  0.00
H: -2.017 1.493 2.739  0.00
H: -3.005 2.765 1.956  0.00
C: -1.000 3.731 0.249  0.00
H: -1.899 3.949 -0.338  0.00
H: -0.129 3.745 -0.411  0.00
H: -0.865 4.530 0.992  0.00
N: 0.063 -2.010 4.554  0.01
N: 0.707 -0.857 4.141  0.04
N: 2.079 -0.872 4.257  0.08
C: 2.445 -0.087 3.239  -0.03
N: 1.443 0.272 2.436  0.02
N: 0.284 -0.291 2.997  -0.01
H: -0.922 -1.830 4.656  0.00
H: 0.515 -2.339 5.411  0.00
H: 3.469 0.221 3.058  0.00

=====

[3]
The following is a DFT calculation (wB97M-V/def2-TZVPD) of a cluster of 3 separate species, H6O3 in total at a distorted geometry.

The HOMO energy comes out at -11.669 eV. For the maximum force, the calculation gives 0.0902 hartree/bohr. The total energy comes out at -229.2847 hartree. As for the total charge: 0. The SMILES is O.O.O. The energy above the lowest of the compared OMol25 structures with the same formula, charge and spin is 1.100 eV.

Each line ends with the Löwdin charge.
Atoms and positions in Å:
O: 0.146 -1.088 1.339  -0.02
H: -0.551 -1.772 1.125  0.07
H: -0.205 -0.357 0.952  -0.05
O: -2.729 -0.219 -1.057  -0.02
H: -2.063 0.474 -0.922  0.04
H: -2.467 -0.725 -0.331  -0.02
O: 2.793 0.900 -0.422  -0.04
H: 3.196 1.719 -0.107  0.04
H: 1.880 1.068 -0.578  0.00

=====

[4]
The following is a DFT calculation (wB97M-V/def2-TZVPD) of a cluster of 4 separate species, C39H63FN3O7Si in total at a distorted geometry.

The HOMO energy comes out at -10.023 eV. For the maximum force, the calculation gives 0.1746 hartree/bohr. The total energy comes out at -2603.2422 hartree. As for the total charge: +1.

Each line ends with the Löwdin charge.
Atoms and positions in Å:
C: 6.592 3.240 3.109  -0.12
C: 6.555 3.582 1.479  -0.14
C: 4.961 3.500 1.009  -0.04
N: 3.937 4.154 1.926  0.13
C: 2.626 3.868 1.182  -0.02
C: 1.270 4.459 1.890  -0.14
C: 0.396 5.483 0.897  -0.18
C: -1.062 4.764 0.691  -0.24
C: -2.153 5.634 -0.171  -0.18
C: -2.943 4.592 -1.214  -0.21
C: -4.522 4.367 -0.836  -0.21
C: -4.809 3.283 0.357  -0.24
C: -3.702 2.084 0.497  -0.30
Si: -3.831 0.687 -0.822  0.52
C: -2.998 1.158 -2.537  -0.22
C: -5.641 0.143 -1.228  -0.23
C: -2.732 -0.791 -0.140  -0.21
C: -1.464 -0.387 0.867  -0.08
C: -0.438 -1.532 1.507  -0.09
C: -0.692 -3.104 1.107  -0.06
C: -1.967 -3.520 0.114  -0.02
C: -2.977 -2.371 -0.512  -0.05
C: 2.862 3.000 -0.190  -0.07
N: 1.795 2.506 -1.143  -0.06
C: 1.755 0.987 -1.029  -0.08
C: 2.023 2.962 -2.569  -0.27
C: 2.063 4.579 -2.990  -0.02
O: 2.167 2.111 -3.623  -0.05
N: 4.380 2.828 -0.249  0.02
C: 5.206 2.138 -1.312  -0.08
C: 5.954 3.217 -2.304  -0.25
C: 7.495 2.791 -2.724  -0.06
F: 6.031 4.597 -1.767  -0.11
H: 5.762 2.439 3.316  0.09
H: 6.258 4.227 3.673  0.08
H: 7.639 2.843 3.462  0.10
H: 7.098 2.710 0.916  0.11
H: 7.043 4.617 1.214  0.14
H: 4.044 4.661 2.834  0.16
H: 0.586 3.516 2.136  0.12
H: 1.529 4.959 2.926  0.12
H: 0.991 5.511 -0.115  0.09
H: 0.336 6.514 1.456  0.13
H: -0.840 3.698 0.203  0.10
H: -1.547 4.530 1.742  0.13
H: -2.891 6.262 0.491  0.12
H: -1.572 6.428 -0.844  0.11
H: -2.327 3.611 -1.389  0.07
H: -2.934 5.167 -2.261  0.12
H: -5.157 4.128 -1.798  0.11
H: -4.919 5.418 -0.432  0.12
H: -5.843 2.751 0.086  0.10
H: -4.988 3.818 1.407  0.12
H: -3.905 1.565 1.553  0.11
H: -2.585 2.433 0.525  0.04
H: -2.773 0.199 -3.183  0.05
H: -1.934 1.656 -2.325  0.03
H: -3.675 1.948 -3.077  0.05
H: -5.573 -0.813 -1.935  0.06
H: -6.173 -0.079 -0.209  0.05
H: -6.170 1.018 -1.829  0.06
H: -1.210 0.731 1.168  0.06
H: 0.471 -1.234 2.219  0.07
H: 0.033 -3.917 1.551  0.08
H: -2.126 -4.676 -0.138  0.07
H: -3.866 -2.695 -1.216  0.09
H: 1.980 0.731 0.108  0.11
H: 2.594 0.444 -1.655  0.10
H: 0.689 0.557 -1.270  0.11
H: 2.948 4.763 -3.737  0.10
H: 1.068 4.838 -3.592  0.11
H: 2.069 5.270 -2.042  0.07
H: 4.549 1.424 -1.998  0.15
H: 6.039 1.436 -0.839  0.14
H: 5.325 3.276 -3.303  0.15
H: 7.520 2.288 -3.792  0.10
H: 8.112 3.805 -2.821  0.11
H: 8.025 2.132 -1.896  0.09
O: -1.361 -6.736 -1.058  0.08
C: -1.700 -7.306 -0.034  -0.46
O: -2.889 -7.100 0.604  0.02
C: -2.903 -7.847 1.820  -0.16
C: -1.888 -8.942 1.626  -0.16
C: -0.866 -8.290 0.729  -0.08
H: -2.639 -7.177 2.645  0.13
H: -3.906 -8.247 1.996  0.13
H: -1.471 -9.314 2.566  0.12
H: -2.350 -9.788 1.102  0.13
H: -0.108 -7.749 1.302  0.14
H: -0.400 -9.016 0.058  0.13
O: -0.504 -4.551 4.978  0.09
C: -0.273 -3.515 5.579  -0.46
O: -1.006 -3.059 6.637  0.04
C: -0.525 -1.772 7.021  -0.17
C: 0.885 -1.702 6.496  -0.17
C: 0.813 -2.539 5.243  -0.09
H: -1.173 -1.010 6.575  0.13
H: -0.560 -1.675 8.110  0.13
H: 1.228 -0.679 6.319  0.12
H: 1.571 -2.171 7.211  0.12
H: 0.507 -1.947 4.376  0.10
H: 1.758 -3.052 5.049  0.13
O: -4.001 -4.613 -6.845  0.10
C: -3.114 -5.058 -6.136  -0.46
O: -2.137 -5.909 -6.567  0.03
C: -1.340 -6.309 -5.453  -0.17
C: -1.542 -5.238 -4.414  -0.17
C: -2.960 -4.794 -4.668  -0.09
H: -1.685 -7.291 -5.111  0.13
H: -0.293 -6.389 -5.759  0.13
H: -1.370 -5.591 -3.393  0.10
H: -0.856 -4.403 -4.603  0.12
H: -3.683 -5.403 -4.118  0.14
H: -3.096 -3.734 -4.442  0.13

=====

[5]
The following is a DFT calculation (wB97M-V/def2-TZVPD) of a structure of composition C10H24KO5P2S2Te.

The HOMO energy comes out at -4.367 eV. For the maximum force, the calculation gives 0.0031 hartree/bohr. The total energy comes out at -3119.0175 hartree. As for the total charge: -1.

Each line ends with the Löwdin charge.
Atoms and positions in Å:
K: -0.059 0.743 -0.421  0.61
C: -0.535 3.875 4.654  -0.07
C: -1.388 2.636 4.440  -0.46
C: -2.284 2.749 3.220  -0.09
O: -0.556 1.461 4.452  -0.33
P: 0.137 0.709 3.195  -0.20
S: -1.156 -0.449 2.262  0.20
S: 1.177 2.002 2.098  0.18
O: 1.106 -0.280 4.007  -0.33
C: 1.930 -0.021 5.157  -0.45
C: 1.120 -0.250 6.423  -0.05
C: 2.622 1.330 5.146  -0.08
H: -1.181 4.748 4.769  0.08
H: 0.130 4.030 3.805  0.04
H: 0.067 3.771 5.558  0.07
H: -2.024 2.495 5.319  0.14
H: -1.695 2.932 2.321  0.06
H: -2.966 3.590 3.363  0.08
H: -2.864 1.840 3.075  0.05
H: 2.696 -0.797 5.087  0.14
H: 0.360 0.523 6.531  0.07
H: 1.778 -0.228 7.295  0.08
H: 0.625 -1.220 6.381  0.08
H: 1.901 2.144 5.220  0.06
H: 3.199 1.472 4.236  0.06
H: 3.292 1.379 6.008  0.08
C: -4.676 1.487 -1.502  -0.07
C: -4.281 1.034 -2.894  -0.32
O: -2.885 1.247 -3.099  -0.31
P: -1.864 -0.013 -3.105  0.01
O: -0.499 0.570 -3.011  -0.47
Te: -2.444 -1.543 -4.814  0.26
O: -2.143 -0.663 -1.627  -0.40
C: -2.967 -1.786 -1.304  -0.34
C: -2.102 -2.927 -0.816  -0.08
H: -5.745 1.329 -1.339  0.07
H: -4.459 2.547 -1.369  0.07
H: -4.121 0.928 -0.748  0.06
H: -4.805 1.611 -3.658  0.11
H: -4.534 -0.016 -3.063  0.07
H: -3.536 -2.085 -2.187  0.04
H: -3.657 -1.457 -0.523  0.11
H: -1.435 -3.251 -1.616  0.07
H: -2.728 -3.771 -0.521  0.08
H: -1.513 -2.617 0.048  0.05